Entry from the OMol25 dataset: a 11-piece molecular cluster, C54H137N7O18 overall (the ωB97M-V functional and the def2-TZVPD basis).

Results
Multiplicity   2
Calculated total energy   -105485.940 eV
Total charge   -1
LUMO level (spin up / spin down)   1.764 / 1.738 eV
⟨S²⟩   0.75

Each atom is followed by the atoms it is bonded to, with distances in Å.
Positions of all 216 atoms, in Å:
1 C 5.43039 -0.35850 -5.04293  O2 1.432, H10 1.090, H11 1.090, H12 1.090
2 O 4.20550 -1.09877 -5.09289  C1 1.432, C3 1.447
3 C 3.22770 -1.00646 -6.15494  O2 1.447, C4 1.585, H13 1.090, H14 1.090
4 C 1.86560 -1.69357 -5.72359  C3 1.585, N5 1.476, H15 1.090, H16 1.090
5 N 0.68481 -1.18163 -6.44634  C4 1.476, C6 1.463, H17 1.010
6 C -0.46623 -1.98379 -6.03130  N5 1.463, C7 1.550, H18 1.090, H19 1.090
7 C -1.74966 -1.45088 -6.71690  C6 1.550, O8 1.477, H20 1.090, H21 1.090
8 O -2.03418 -0.02603 -6.45202  C7 1.477, C9 1.411
9 C -3.37396 0.37524 -6.64224  O8 1.411, H22 1.090, H23 1.090, H24 1.090
10 H 5.95863 -0.69920 -4.15243  C1 1.090
11 H 5.32103 0.72444 -4.98475  C1 1.090
12 H 6.14930 -0.60669 -5.82374  C1 1.090
13 H 3.62721 -1.31110 -7.12225  C3 1.090
14 H 3.12378 0.06821 -6.30457  C3 1.090
15 H 1.79715 -1.36076 -4.68790  C4 1.090
16 H 2.01831 -2.77255 -5.74798  C4 1.090
17 H 0.43252 -0.21084 -6.32796  N5 1.010
18 H -0.51655 -1.93454 -4.94358  C6 1.090
19 H -0.38084 -3.04653 -6.25803  C6 1.090
20 H -2.49714 -2.11754 -6.28686  C7 1.090
21 H -1.77646 -1.68500 -7.78113  C7 1.090
22 H -4.01186 0.39646 -5.75865  C9 1.090
23 H -3.85691 0.02556 -7.55470  C9 1.090
24 H -3.08887 1.42211 -6.74662  C9 1.090
25 C 6.72737 1.35785 8.30398  O26 1.377, H34 1.090, H35 1.090, H36 1.090
26 O 5.85936 2.40648 8.09969  C25 1.377, C27 1.469
27 C 6.00545 2.96690 6.74963  O26 1.469, C28 1.551, H37 1.090, H38 1.090
28 C 4.81574 3.95860 6.82477  C27 1.551, N29 1.428, H39 1.090, H40 1.090
29 N 4.69015 4.73764 5.63420  C28 1.428, C30 1.472, H41 1.010
30 C 3.99100 5.98853 5.97171  N29 1.472, C31 1.565, H42 1.090, H43 1.090
31 C 3.66483 6.74688 4.64246  C30 1.565, O32 1.382, H44 1.090, H45 1.090
32 O 2.87211 6.08095 3.72730  C31 1.382, C33 1.414
33 C 1.48981 6.00261 4.01356  O32 1.414, H46 1.090, H47 1.090, H48 1.090
34 H 7.77710 1.48014 8.03713  C25 1.090
35 H 6.31613 0.44882 7.86506  C25 1.090
36 H 6.86551 1.14421 9.36387  C25 1.090
37 H 5.88841 2.07631 6.13218  C27 1.090
38 H 6.91634 3.53958 6.57521  C27 1.090
39 H 4.85484 4.55006 7.73951  C28 1.090
40 H 3.93107 3.32642 6.90098  C28 1.090
41 H 4.10373 4.24099 4.97880  N29 1.010
42 H 4.74867 6.55704 6.51099  C30 1.090
43 H 3.16725 5.77071 6.65149  C30 1.090
44 H 4.50785 7.13605 4.07152  C31 1.090
45 H 3.24919 7.70993 4.93891  C31 1.090
46 H 1.42991 5.82906 5.08799  C33 1.090
47 H 0.85251 5.21166 3.61815  C33 1.090
48 H 0.94413 6.85257 3.60382  C33 1.090
49 C 2.18957 2.38104 -3.29351  O50 1.409, H58 1.090, H59 1.090, H60 1.090
50 O 3.32580 2.26974 -2.46807  C49 1.409, C51 1.442
51 C 3.72241 0.89593 -2.28278  O50 1.442, C52 1.531, H61 1.090, H62 1.090
52 C 2.75712 0.22817 -1.29908  C51 1.531, N53 1.540, H63 1.090, H64 1.090
53 N 2.82451 1.04369 0.00530  C52 1.540, C54 1.488, H65 1.010
54 C 1.57432 0.70306 0.73671  N53 1.488, C55 1.545, H66 1.090, H67 1.090
55 C 1.39459 -0.76854 1.17181  C54 1.545, O56 1.382, H68 1.090, H69 1.090
56 O 0.11884 -0.85920 1.69654  C55 1.382, C57 1.406
57 C -0.24493 -2.08668 2.27803  O56 1.406, H70 1.090, H71 1.090, H72 1.090
58 H 1.42352 2.94546 -2.76181  C49 1.090
59 H 1.82711 1.50868 -3.83730  C49 1.090
60 H 2.51826 3.10762 -4.03657  C49 1.090
61 H 4.76843 1.01834 -2.00177  C51 1.090
62 H 3.82813 0.37432 -3.23401  C51 1.090
63 H 3.12874 -0.78535 -1.14817  C52 1.090
64 H 1.73268 0.38491 -1.63681  C52 1.090
65 H 2.91172 1.91845 -0.49198  N53 1.010
66 H 0.72683 1.03011 0.13431  C54 1.090
67 H 1.40388 1.36750 1.58381  C54 1.090
68 H 2.14124 -1.02104 1.92471  C55 1.090
69 H 1.51701 -1.46178 0.33962  C55 1.090
70 H -1.28079 -2.41040 2.17652  C57 1.090
71 H -0.05188 -2.03553 3.34958  C57 1.090
72 H 0.35944 -2.93210 1.94923  C57 1.090
73 C -1.82186 3.83497 -1.93619  O74 1.457, H82 1.090, H83 1.090, H84 1.090
74 O -1.69147 4.20832 -3.33893  C73 1.457, C75 1.466
75 C -1.56592 3.00024 -4.16021  O74 1.466, C76 1.552, H85 1.090, H86 1.090
76 C -1.25961 3.25711 -5.66025  C75 1.552, N77 1.474, H87 1.090, H88 1.090
77 N -0.62684 2.19306 -6.45966  C76 1.474, C78 1.468, H89 1.010
78 C 0.15957 2.64942 -7.61210  N77 1.468, C79 1.585, H90 1.090, H91 1.090
79 C 1.50720 3.33165 -7.13286  C78 1.585, O80 1.447, H92 1.090, H93 1.090
80 O 2.52935 2.54513 -7.78960  C79 1.447, C81 1.470
81 C 3.90244 2.77347 -7.31626  O80 1.470, H94 1.090, H95 1.090, H96 1.090
82 H -2.68567 3.18451 -1.79889  C73 1.090
83 H -1.95702 4.77661 -1.40408  C73 1.090
84 H -0.93254 3.46111 -1.42880  C73 1.090
85 H -2.50347 2.44444 -4.17381  C75 1.090
86 H -0.78500 2.34606 -3.77250  C75 1.090
87 H -0.57897 4.10768 -5.62322  C76 1.090
88 H -2.17144 3.59535 -6.15244  C76 1.090
89 H -1.33466 1.51071 -6.69093  N77 1.010
90 H -0.29938 3.45715 -8.18222  C78 1.090
91 H 0.39278 1.81082 -8.26820  C78 1.090
92 H 1.67702 3.14513 -6.07245  C79 1.090
93 H 1.54009 4.40698 -7.30803  C79 1.090
94 H 4.41974 3.64042 -7.72723  C81 1.090
95 H 4.30861 1.90152 -7.82894  C81 1.090
96 H 4.01198 2.66454 -6.23726  C81 1.090
97 C -1.02305 -8.67747 -9.71907  O98 1.425, H106 1.090, H107 1.090, H108 1.090
98 O -1.40199 -8.06797 -8.48771  C97 1.425, C99 1.405
99 C -0.95480 -6.74473 -8.33761  O98 1.405, C100 1.531, H109 1.090, H110 1.090
100 C -1.02053 -6.35396 -6.85894  C99 1.531, N101 1.499, H111 1.090, H112 1.090
101 N 0.14850 -6.83798 -6.05424  C100 1.499, C102 1.487, H113 1.010
102 C -0.25684 -6.87220 -4.62430  N101 1.487, C103 1.568, H114 1.090, H115 1.090
103 C -0.93367 -5.60671 -3.99189  C102 1.568, O104 1.443, H116 1.090, H117 1.090
104 O -1.57396 -5.86462 -2.72452  C103 1.443, C105 1.437
105 C -2.53770 -6.92936 -2.68019  O104 1.437, H118 1.090, H119 1.090, H120 1.090
106 H -1.31045 -8.07383 -10.57995  C97 1.090
107 H -1.58611 -9.59653 -9.88150  C97 1.090
108 H 0.04227 -8.84131 -9.88140  C97 1.090
109 H -1.61644 -6.04227 -8.84444  C99 1.090
110 H 0.01779 -6.65860 -8.82211  C99 1.090
111 H -1.97660 -6.60815 -6.40133  C100 1.090
112 H -0.81172 -5.30924 -6.62858  C100 1.090
113 H 0.38954 -7.73238 -6.45678  N101 1.010
114 H 0.65976 -6.98493 -4.04531  C102 1.090
115 H -0.95034 -7.71313 -4.62445  C102 1.090
116 H -1.50540 -4.92132 -4.61758  C103 1.090
117 H -0.08868 -4.91900 -3.95795  C103 1.090
118 H -3.31182 -6.81089 -3.43834  C105 1.090
119 H -3.05640 -6.65320 -1.76216  C105 1.090
120 H -2.17899 -7.95798 -2.64307  C105 1.090
121 C -7.29401 -0.76533 0.17111  O122 1.421, H130 1.090, H131 1.090, H132 1.090
122 O -7.47837 0.48206 0.82715  C121 1.421, C123 1.513
123 C -6.80111 1.69293 0.22464  O122 1.513, C124 1.548, H133 1.090, H134 1.090
124 C -7.18697 3.04930 0.86331  C123 1.548, N125 1.451, H135 1.090, H136 1.090
125 N -6.19793 3.35813 1.87904  C124 1.451, C126 1.480, H137 1.010
126 C -6.36498 2.76666 3.22533  N125 1.480, C127 1.521, H138 1.090, H139 1.090
127 C -5.34492 3.33257 4.20192  C126 1.521, O128 1.507, H140 1.090, H141 1.090
128 O -5.78836 4.67865 4.71393  C127 1.507, C129 1.448
129 C -4.64085 5.46328 5.11831  O128 1.448, H142 1.090, H143 1.090, H144 1.090
130 H -7.44570 -1.65923 0.77611  C121 1.090
131 H -6.26495 -0.77715 -0.18806  C121 1.090
132 H -7.84605 -0.75056 -0.76864  C121 1.090
133 H -6.97385 1.62909 -0.84969  C123 1.090
134 H -5.71527 1.71773 0.31649  C123 1.090
135 H -8.18740 2.92022 1.27633  C124 1.090
136 H -7.10597 3.79956 0.07677  C124 1.090
137 H -6.34328 4.34487 2.03813  N125 1.010
138 H -6.57841 1.70458 3.10478  C126 1.090
139 H -7.25262 3.27628 3.60013  C126 1.090
140 H -4.40714 3.31209 3.64672  C127 1.090
141 H -5.29799 2.66314 5.06085  C127 1.090
142 H -5.01679 6.33203 5.65871  C129 1.090
143 H -3.99209 5.84792 4.33138  C129 1.090
144 H -3.97872 4.81618 5.69361  C129 1.090
145 C 0.07363 1.81765 4.23959  O146 1.422, H154 1.090, H155 1.090, H156 1.090
146 O -0.90313 1.37909 3.30315  C145 1.422, C147 1.446
147 C -1.47609 2.48878 2.57428  O146 1.446, C148 1.522, H157 1.090, H158 1.090
148 C -2.41780 1.80809 1.59147  C147 1.522, N149 1.464, H159 1.090, H160 1.090
149 N -1.77740 1.01981 0.53754  C148 1.464, C150 1.432, H161 1.010
150 C -2.77114 0.38964 -0.27783  N149 1.432, C151 1.568, H162 1.090, H163 1.090
151 C -2.01557 -0.55216 -1.27837  C150 1.568, O152 1.424, H164 1.090, H165 1.090
152 O -1.86751 -1.88302 -0.79539  C151 1.424, C153 1.426
153 C -1.06035 -2.75379 -1.58461  O152 1.426, H166 1.090, H167 1.090, H168 1.090
154 H -0.48589 2.29821 5.04216  C145 1.090
155 H 0.70949 2.63269 3.89390  C145 1.090
156 H 0.57588 0.94118 4.64902  C145 1.090
157 H -0.76432 3.13938 2.06615  C147 1.090
158 H -2.01434 3.02850 3.35345  C147 1.090
159 H -3.04388 2.62091 1.22343  C148 1.090
160 H -3.19537 1.36062 2.21055  C148 1.090
161 H -1.24443 0.27040 0.95517  N149 1.010
162 H -3.47716 1.10475 -0.70004  C150 1.090
163 H -3.35945 -0.24587 0.38407  C150 1.090
164 H -1.11277 -0.04828 -1.62357  C151 1.090
165 H -2.70092 -0.58815 -2.12518  C151 1.090
166 H -1.19831 -3.80841 -1.34620  C153 1.090
167 H -0.01989 -2.52542 -1.35358  C153 1.090
168 H -1.22280 -2.60531 -2.65216  C153 1.090
169 C -0.60230 0.47765 10.11707  C170 1.519, H173 1.090, H174 1.090, H175 1.090
170 C -0.46395 0.68764 8.61862  C169 1.519, C171 1.520, O172 1.427, H176 1.090
171 C 0.28052 -0.44487 7.92943  C170 1.520, H177 1.090, H178 1.090, H179 1.090
172 O -1.78368 0.63391 8.07973  C170 1.427, H180 0.960
173 H 0.40825 0.32624 10.49652  C169 1.090
174 H -1.13304 -0.46212 10.26950  C169 1.090
175 H -1.10476 1.23014 10.72484  C169 1.090
176 H 0.08070 1.58415 8.32244  C170 1.090
177 H 1.31013 -0.70718 8.17275  C171 1.090
178 H 0.26962 -0.19523 6.86846  C171 1.090
179 H -0.34141 -1.32397 8.09817  C171 1.090
180 H -2.35412 1.34081 8.39037  O172 0.960
181 C 2.50391 -3.80597 -1.73660  C182 1.534, H185 1.090, H186 1.090, H187 1.090
182 C 3.95139 -4.03918 -1.28396  C181 1.534, C183 1.597, O184 1.426, H188 1.090
183 C 4.53139 -2.97079 -0.24879  C182 1.597, H189 1.090, H190 1.090, H191 1.090
184 O 4.05802 -5.31614 -0.65887  C182 1.426, H192 0.960
185 H 2.07788 -4.52941 -2.43176  C181 1.090
186 H 2.56512 -2.83450 -2.22711  C181 1.090
187 H 1.93929 -3.72686 -0.80760  C181 1.090
188 H 4.62117 -4.06025 -2.14364  C182 1.090
189 H 3.98788 -3.00294 0.69549  C183 1.090
190 H 4.59271 -2.04231 -0.81647  C183 1.090
191 H 5.52369 -3.27023 0.08851  C183 1.090
192 H 4.09050 -6.01583 -1.31536  O184 0.960
193 C -4.16918 -0.47840 4.59535  C194 1.546, H197 1.090, H198 1.090, H199 1.090
194 C -3.64620 -1.85003 5.07975  C193 1.546, C195 1.488, O196 1.446, H200 1.090
195 C -2.21441 -1.89003 5.48448  C194 1.488, H201 1.090, H202 1.090, H203 1.090
196 O -4.22505 -1.95173 6.40118  C194 1.446, H204 0.960
197 H -3.34828 0.23144 4.49356  C193 1.090
198 H -4.89620 0.00831 5.24547  C193 1.090
199 H -4.61840 -0.62987 3.61385  C193 1.090
200 H -3.81228 -2.75495 4.49525  C194 1.090
201 H -1.79755 -2.33063 4.57883  C195 1.090
202 H -1.97854 -2.58085 6.29394  C195 1.090
203 H -1.97162 -0.90221 5.87610  C195 1.090
204 H -3.75681 -1.31446 6.94546  O196 0.960
205 C 3.56309 0.14282 4.45451  C206 1.518, H209 1.090, H210 1.090, H211 1.090
206 C 2.85324 -1.16433 4.75799  C205 1.518, C207 1.483, O208 1.469, H212 1.090
207 C 3.57359 -2.39652 4.35514  C206 1.483, H213 1.090, H214 1.090, H215 1.090
208 O 2.83101 -1.09768 6.22541  C206 1.469, H216 0.960
209 H 3.49239 0.88649 5.24827  C205 1.090
210 H 3.22585 0.55553 3.50371  C205 1.090
211 H 4.61931 -0.08974 4.31881  C205 1.090
212 H 1.87722 -1.25041 4.28042  C206 1.090
213 H 3.77199 -2.30218 3.28751  C207 1.090
214 H 2.99728 -3.26804 4.66563  C207 1.090
215 H 4.53238 -2.50934 4.86120  C207 1.090
216 H 2.59028 -1.99264 6.47577  O208 0.960

Atom charges from the Löwdin analysis, given in e for atoms 1 to 99: C -0.115; O -0.236; C -0.167; C -0.174; N -0.048; C -0.217; C -0.177; O -0.273; C -0.186; H 0.083; H 0.074; H 0.079; H 0.113; H 0.094; H 0.099; H 0.116; H 0.086; H 0.098; H 0.096; H 0.085; H 0.108; H 0.054; H 0.081; H 0.063; C -0.170; O -0.211; C -0.143; C -0.237; N -0.074; C -0.193; C -0.239; O -0.182; C -0.101; H 0.084; H 0.086; H 0.081; H 0.112; H 0.120; H 0.122; H 0.116; H 0.105; H 0.115; H 0.104; H 0.125; H 0.109; H 0.079; H 0.066; H 0.085; C -0.111; O -0.206; C -0.197; C -0.169; N -0.021; C -0.182; C -0.203; O -0.215; C -0.090; H 0.085; H 0.093; H 0.071; H 0.127; H 0.084; H 0.071; H 0.107; H 0.076; H 0.091; H 0.104; H 0.102; H 0.100; H 0.091; H 0.058; H 0.090; C -0.111; O -0.198; C -0.198; C -0.196; N -0.064; C -0.169; C -0.186; O -0.229; C -0.084; H 0.071; H 0.077; H 0.069; H 0.102; H 0.099; H 0.108; H 0.106; H 0.035; H 0.097; H 0.116; H 0.082; H 0.112; H 0.078; H 0.080; H 0.067; C -0.127; O -0.190; C -0.246